Density functional theory data (ωB97M-V/def2-TZVPD) for a structure of composition C2H9N2O2S at a distorted geometry.

Each line ends with the natural charge from an NBO analysis.
Element x y z (Å)
C1 -0.20571 0.92609 -0.30378  0.119
C2 -0.51674 0.57551 1.07651  -0.311
N1 0.38805 0.05801 -1.00525  -0.663
N2 -0.42260 -0.90681 1.27082  -0.739
O1 1.41662 -2.47514 -0.08754  -0.829
O2 -0.88381 -2.64798 -0.98266  -0.833
S1 0.56387 -2.94935 -1.15973  1.707
H1 0.85467 2.83747 -1.52248  -0.070
H2 -0.41505 1.96680 -0.63154  0.222
H3 -1.50250 0.77302 1.46550  0.244
H4 0.04403 1.17728 1.81810  0.263
H5 0.77895 0.49899 -1.85604  0.385
H6 -0.52768 -1.18684 2.24394  0.458
H7 0.60596 -0.99549 0.90564  0.488
H8 -0.93135 -1.30386 0.44157  0.486
H9 0.75328 3.65228 -1.67305  0.072

Atomic forces in eV per Å
C 0.21 0.90 -0.79
C -1.98 0.18 2.63
N 0.63 0.95 -0.48
N 3.71 1.85 -2.26
O -0.29 -0.81 -0.98
O 2.88 -0.71 -0.44
S -2.30 0.91 1.27
H -0.09 2.78 -0.64
H 0.10 -0.75 0.42
H -0.85 0.70 -0.74
H 0.57 -0.67 -0.51
H -0.63 -0.51 0.13
H -0.39 -0.50 -0.42
H -1.76 -1.11 1.05
H -0.14 -0.71 1.35
H 0.34 -2.50 0.41

**E_LUMO**: -5.36 eV
**Total charge**: +1
**Molar mass**: 125.2 g/mol
**HOMO-LUMO gap**: 9.87 eV
**Energy relative to the best compared isomer or geometry (same formula, charge and spin)**: 0.907 eV
**E_HOMO**: -15.2 eV


Density functional theory data (ωB97M-V/def2-TZVPD) for a structure of composition C37H23BrCl2F3N6O4S2V at a distorted geometry.

Each line ends with the natural charge from an NBO analysis.
Element x y z (Å)
V1 -0.86007 -0.15112 0.03887  1.432
C1 3.40809 -1.33802 -3.37843  -0.296
C2 3.59415 -2.54677 -2.71110  -0.169
C3 3.27596 -2.62225 -1.37458  -0.258
C4 2.75242 -1.48891 -0.72211  0.359
N1 2.55413 -0.33705 -1.36692  -0.449
C5 2.89517 -0.27817 -2.65193  0.042
N2 2.51884 -1.62764 0.63584  -0.557
C6 1.89511 -0.76474 1.35450  0.470
N3 1.10678 0.30366 0.99723  -0.695
C7 1.00658 1.11481 2.12310  0.496
N4 0.66704 2.35200 2.24224  -0.532
C8 0.58906 3.26054 1.18888  0.362
C9 0.01008 4.50576 1.49194  -0.250
C10 -0.03861 5.48551 0.52618  -0.186
C11 0.51323 5.22822 -0.72627  -0.295
C12 1.08483 3.98397 -0.92555  0.035
N5 1.11794 3.01829 -0.01182  -0.444
C13 1.46357 0.35217 3.31642  -0.089
C14 1.43543 0.64376 4.66608  -0.165
C15 1.95274 -0.31173 5.53321  -0.212
C16 2.50652 -1.49847 5.05025  -0.213
C17 2.56044 -1.76097 3.68605  -0.205
C18 2.01312 -0.81667 2.83943  -0.006
H1 3.65466 -1.22057 -4.42501  0.207
H2 3.98816 -3.41237 -3.23029  0.205
H3 3.40944 -3.52876 -0.79932  0.225
H4 2.73803 0.68387 -3.13541  0.180
H5 -0.38474 4.65769 2.48682  0.225
H6 -0.49477 6.44466 0.74299  0.207
H7 0.49566 5.96195 -1.52195  0.210
H8 1.54183 3.73906 -1.88298  0.183
H9 1.00771 1.57180 5.02161  0.226
H10 1.92148 -0.13846 6.60192  0.204
H11 2.89939 -2.22380 5.75245  0.204
H12 2.99850 -2.66881 3.29119  0.225
Cl1 -3.32758 3.83853 1.06770  0.040
C19 -2.63970 3.48021 -0.46995  -0.065
C20 -2.85403 4.36509 -1.55378  -0.225
C21 -2.34805 4.09247 -2.78845  -0.011
Cl2 -2.63703 5.21011 -4.09260  -0.014
C22 -1.58819 2.91890 -3.03907  -0.141
C23 -1.03742 2.51181 -4.27389  -0.132
C24 -0.34116 1.33744 -4.33210  -0.213
C25 -0.16180 0.56076 -3.16628  0.089
N6 -0.64683 0.92737 -2.00664  -0.460
C26 -1.37364 2.07122 -1.94940  0.215
C27 -1.91541 2.34233 -0.67102  0.278
O1 -1.61512 1.43603 0.24954  -0.667
H13 -3.43122 5.26333 -1.38604  0.239
H14 -1.18023 3.12404 -5.15420  0.226
H15 0.07611 0.98155 -5.26360  0.217
H16 0.38203 -0.37583 -3.18722  0.260
F1 -3.73364 -0.07692 -0.85770  -0.357
C28 -2.64633 -0.90337 -0.88621  0.670
F2 -2.45938 -1.14568 -2.22538  -0.365
F3 -3.07794 -2.09411 -0.39624  -0.346
Br1 0.97498 -8.08150 1.27257  0.033
C29 0.70970 -6.39181 0.44567  -0.061
C30 0.81788 -6.29344 -0.93316  -0.264
C31 0.62930 -5.05847 -1.52798  -0.158
C32 0.33536 -3.94129 -0.75366  -0.100
C33 0.22623 -4.06231 0.62563  -0.150
C34 0.41441 -5.29432 1.23443  -0.239
C35 0.16156 -2.63181 -1.45111  0.805
O2 0.30848 -2.49027 -2.63961  -0.588
O3 -0.15031 -1.63198 -0.63155  -0.728
H17 1.04283 -7.16946 -1.52535  0.222
H18 0.71486 -4.94042 -2.59998  0.236
H19 -0.00855 -3.20115 1.23247  0.251
H20 0.33071 -5.39335 2.30745  0.231
C36 -4.84921 0.88856 2.27488  -0.255
O4 -3.58932 0.32693 1.92271  -0.501
C37 -2.94194 -0.41693 2.80498  0.071
S1 -3.43207 -0.66373 4.36308  -0.206
S2 -1.46526 -1.07728 2.19634  -0.101
H21 -5.13136 1.49554 1.41810  0.197
H22 -4.76319 1.49502 3.17558  0.198
H23 -5.57652 0.09579 2.44754  0.193

Atomic forces in eV per Å
V 0.12 -0.15 0.06
C 0.02 -0.07 0.05
C 0.01 0.08 0.02
C 0.05 0.07 0.00
C -0.04 -0.09 -0.12
N 0.17 -0.03 -0.13
C 0.06 -0.01 0.03
N 0.24 -0.13 0.07
C -0.09 -0.09 0.12
N -0.30 0.30 -0.05
C -0.13 0.26 -0.05
N 0.24 -0.15 -0.09
C -0.13 -0.06 0.08
C -0.03 -0.03 0.02
C 0.03 0.00 0.00
C -0.04 -0.01 0.00
C -0.01 -0.01 -0.05
N 0.06 -0.08 0.04
C -0.10 0.10 -0.01
C 0.00 -0.01 -0.01
C 0.00 -0.01 -0.01
C 0.00 0.01 0.01
C 0.00 0.00 0.00
C 0.08 -0.08 -0.10
H -0.01 -0.01 -0.01
H -0.01 0.00 0.00
H 0.02 0.01 0.00
H 0.02 0.00 0.02
H -0.02 0.00 -0.01
H -0.01 -0.01 0.00
H 0.02 0.00 0.02
H -0.03 0.00 0.03
H 0.00 -0.01 0.00
H 0.00 0.00 0.00
H 0.00 0.00 0.00
H 0.01 0.01 0.00
Cl 0.02 0.01 -0.01
C -0.14 0.07 -0.25
C 0.00 -0.03 0.05
C -0.01 0.00 -0.03
Cl 0.01 0.00 0.00
C 0.00 0.04 -0.06
C 0.01 -0.01 0.02
C 0.00 0.01 0.06
C 0.14 -0.04 0.04
N -0.16 -0.04 0.17
C 0.05 0.01 0.01
C 0.31 -0.21 0.24
O -0.42 0.84 0.42
H 0.01 0.01 -0.01
H 0.00 0.00 0.00
H 0.02 0.01 0.00
H -0.12 0.03 -0.04
F -0.02 0.02 0.02
C -0.05 0.03 -0.07
F 0.01 -0.05 -0.06
F -0.05 0.01 0.07
Br 0.00 0.00 -0.01
C 0.01 0.01 0.02
C 0.00 -0.02 0.00
C 0.02 0.00 0.01
C -0.03 -0.07 -0.05
C -0.01 -0.01 -0.02
C 0.00 0.00 -0.02
C -0.19 0.15 0.14
O -0.06 -0.08 -0.04
O 0.34 -0.65 -0.30
H 0.01 0.01 0.00
H -0.01 0.01 0.00
H 0.00 0.03 0.01
H 0.00 0.00 0.00
C -0.02 0.00 -0.03
O -0.08 -0.07 -0.08
C 0.04 0.15 0.11
S -0.05 -0.09 -0.08
S 0.27 0.13 -0.23
H -0.02 -0.03 0.03
H 0.01 0.01 -0.01
H 0.00 -0.01 0.03

**E_LUMO (alpha / beta)**: 1.20 / 1.46 eV
**Total charge**: -1
**Spin multiplicity**: 2
**Molar mass**: 938.5 g/mol
**HOMO-LUMO gap (alpha / beta)**: 6.40 / 6.64 eV
**Energy relative to the best compared isomer or geometry (same formula, charge and spin)**: 0.000 eV
**E_HOMO (alpha / beta)**: -5.2 / -5.2 eV
**Expectation value of S²**: 0.76